## one
Computed, not measured: C4H5N2 as an isolated structure, with the ωB97M-V functional and the def2-TZVPD basis.

Summary:
total charge	+1
spin multiplicity	1

Positions of all 11 atoms, in Å:
H  1.825  -1.725  0.258
C  -1.345  1.504  -0.028
H  0.603  -2.237  -0.786
C  0.032  1.716  -0.371
C  -1.156  0.174  0.245
N  -0.001  -0.449  0.059
H  0.163  -2.508  1.009
H  0.470  2.698  -0.507
H  -2.048  2.313  0.135
N  0.724  0.578  -0.257
C  0.732  -2.064  0.243

natural (NBO) atomic charge list, values in e, 8 entries: number 1, H, carries 0.2692; number 2, C, carries -0.3808; number 3, H, carries 0.2347; number 4, C, carries 0.0080; number 5, C, carries 0.6454; number 6, N, carries -0.2439; number 7, H, carries 0.2471; number 8, H, carries 0.2678

## two
Computed, not measured: an isolated ion of composition C4H5N2 and charge +1, with the ωB97M-V functional and the def2-TZVPD basis.

Summary:
total charge	+1
SMILES string	C=C=[NH+]CC#N
spin multiplicity	1

Positions of all 11 atoms, in Å:
H  -1.475  1.359  1.253
H  0.984  1.302  -0.111
C  0.676  -0.502  -0.003
N  0.241  0.654  0.067
N  -2.583  -1.135  -0.006
H  1.274  -2.340  -0.855
C  0.979  -1.725  0.127
C  -2.061  -0.129  -0.065
H  1.217  -2.230  1.134
C  -1.187  1.058  0.120
H  -1.356  1.804  -0.744

natural (NBO) atomic charge list, values in e, 8 entries: number 1, H, carries 0.3120; number 2, H, carries 0.4568; number 3, C, carries 0.4613; number 4, N, carries -0.4543; number 5, N, carries -0.1882; number 6, H, carries 0.3319; number 7, C, carries -0.4186; number 8, C, carries 0.2014

## three
Computed, not measured: an isolated ion of composition C4H5N2 and charge +1, with the ωB97M-V functional and the def2-TZVPD basis.

Summary:
total charge	+1
SMILES string	C=[N+]1C=CN=C1
spin multiplicity	1

Positions of all 11 atoms, in Å:
N  0.182  1.750  0.423
C  1.070  0.912  1.075
C  -0.923  -1.229  -0.891
N  -0.229  -0.424  -0.136
H  -0.660  -2.143  -1.191
H  1.394  -1.296  0.822
C  0.918  -0.374  0.641
H  -1.888  -1.023  -1.259
C  -0.543  1.058  -0.307
H  1.840  1.324  1.835
H  -1.160  1.446  -1.012

natural (NBO) atomic charge list, values in e, 8 entries: number 1, N, carries -0.3383; number 2, C, carries 0.0542; number 3, C, carries 0.2001; number 4, N, carries -0.2947; number 5, H, carries 0.2140; number 6, H, carries 0.2587; number 7, C, carries -0.1032; number 8, H, carries 0.2289

Most favorable first, least favorable last: three, two, one

## one
Computed, not measured: C4H5N2 as an isolated structure, with the ωB97M-V functional and the def2-TZVPD basis.

Summary:
total charge	+1
spin multiplicity	1

Positions of all 11 atoms, in Å:
C  1.401  0.637  0.053
C  -1.209  0.008  -0.451
H  -1.818  0.937  -0.106
N  0.243  -1.190  0.975
H  1.456  1.399  0.777
C  0.199  -0.146  0.146
N  -1.930  -1.266  -0.035
H  2.279  0.083  0.343
H  -1.210  -0.021  -1.503
C  -0.985  -1.571  0.675
H  1.574  1.130  -0.872

natural (NBO) atomic charge list, values in e, 8 entries: number 1, C, carries -0.7210; number 2, C, carries -0.2825; number 3, H, carries 0.3258; number 4, N, carries -0.4127; number 5, H, carries 0.3016; number 6, C, carries 0.4345; number 7, N, carries -0.3103; number 8, H, carries 0.2922

## two
Computed, not measured: C4H5N2 as an isolated structure, with the ωB97M-V functional and the def2-TZVPD basis.

Summary:
total charge	+1
spin multiplicity	1

Positions of all 11 atoms, in Å:
H  -2.066  0.867  -1.821
H  -2.042  0.816  0.913
N  -1.317  0.139  1.155
H  1.841  -0.317  1.076
N  -0.214  0.645  -0.888
C  2.062  0.040  -1.986
H  1.122  -1.790  0.075
C  1.107  -0.612  0.233
C  1.046  0.123  -1.204
H  -1.266  0.004  2.139
C  -0.272  0.084  0.307

natural (NBO) atomic charge list, values in e, 8 entries: number 1, H, carries 0.2268; number 2, H, carries 0.4340; number 3, N, carries -0.6661; number 4, H, carries 0.2959; number 5, N, carries -0.3337; number 6, C, carries 0.4486; number 7, H, carries 0.3052; number 8, C, carries -0.4167

## three
Computed, not measured: C4H5N2 as an isolated structure, with the ωB97M-V functional and the def2-TZVPD basis.

Summary:
total charge	+1
spin multiplicity	1

Positions of all 11 atoms, in Å:
H  -0.714  1.609  -0.777
H  2.116  -0.379  0.787
C  1.609  -0.705  -0.001
H  2.059  -0.255  -0.888
C  -0.593  0.951  -0.002
H  -0.498  1.519  1.038
H  1.626  -1.867  -0.132
N  -1.849  0.134  0.056
C  -3.031  0.237  -0.044
N  -0.905  -0.979  -0.022
C  0.182  -0.264  -0.015

natural (NBO) atomic charge list, values in e, 8 entries: number 1, H, carries 0.2692; number 2, H, carries 0.2630; number 3, C, carries -0.6593; number 4, H, carries 0.2745; number 5, C, carries -0.1867; number 6, H, carries 0.2863; number 7, H, carries 0.2840; number 8, N, carries -0.4819

Most favorable first, least favorable last: one, three, two

## one
Computed, not measured: a 2-piece molecular cluster, C3H2N3O2 overall, with the ωB97M-V functional and the def2-TZVPD basis.

Summary:
total charge	-1
spin multiplicity	1

Positions of all 10 atoms, in Å:
C  0.896  -0.766  -0.208
O  2.866  -0.505  1.258
O  -1.366  -0.604  0.643
N  0.802  1.879  -1.476
C  -0.369  0.108  0.359
H  -1.034  1.774  0.617
N  -0.131  1.396  0.357
H  0.499  -1.273  -1.081
C  1.970  -0.858  0.517
N  1.304  0.980  -1.889

natural (NBO) atomic charge list, values in e, 8 entries: number 1, C, carries -0.6116; number 2, O, carries -0.5525; number 3, O, carries -0.7506; number 4, N, carries 0.0150; number 5, C, carries 0.6373; number 6, H, carries 0.3279; number 7, N, carries -0.8437; number 8, H, carries 0.2600

## two
Computed, not measured: a 2-piece molecular cluster, C3H2N3O2 overall, with the ωB97M-V functional and the def2-TZVPD basis.

Summary:
total charge	-1
spin multiplicity	1

Positions of all 10 atoms, in Å:
N  0.805  -1.043  -0.036
H  -2.110  -2.361  0.116
O  1.030  2.860  -1.055
O  0.267  2.983  1.154
N  0.058  -2.200  -0.073
C  0.035  0.054  -0.118
H  1.790  -1.020  -0.242
N  -1.237  -0.354  0.146
C  -1.190  -1.718  0.067
C  0.553  2.798  0.042

natural (NBO) atomic charge list, values in e, 8 entries: number 1, N, carries -0.4510; number 2, H, carries 0.1624; number 3, O, carries -0.5802; number 4, O, carries -0.5503; number 5, N, carries -0.4155; number 6, C, carries -0.0494; number 7, H, carries 0.3783; number 8, N, carries -0.6430

Most favorable first, least favorable last: two, one

## one
Computed, not measured: a single C11H19NO molecule, with the ωB97M-V functional and the def2-TZVPD basis.

Summary:
SMILES string	C/[N+]([O-])=C1\C[C@H]2CC[C@]1(C)C2(C)C
spin multiplicity	1

Positions of all 32 atoms, in Å:
C  3.235  1.190  0.353
H  -1.990  0.762  -1.930
H  -2.764  -1.534  0.728
C  -2.590  -0.623  0.053
C  0.475  1.559  0.315
C  0.235  -2.229  -0.091
H  -2.017  -0.230  2.565
H  -0.818  -1.531  2.175
C  1.066  0.253  0.080
C  -0.992  1.000  -1.574
C  -0.202  -0.345  -1.732
H  0.790  -0.228  -2.219
C  -1.057  -0.347  2.011
H  -0.512  -2.777  -0.495
H  2.855  1.931  -0.334
O  3.080  -1.001  -0.440
H  0.921  2.313  -0.384
H  -2.595  -0.843  -0.977
H  0.612  1.968  1.228
H  -1.731  2.047  0.155
H  -3.419  0.052  0.224
H  4.210  0.928  0.209
H  -0.425  1.723  -2.083
H  3.119  1.597  1.386
H  0.088  -2.605  0.865
C  -1.030  1.307  -0.008
H  1.273  -2.434  -0.435
C  -0.002  -0.753  -0.282
H  -0.719  -1.163  -2.224
N  2.382  0.015  0.003
C  -1.226  -0.173  0.529
H  -0.252  0.169  2.329

natural (NBO) atomic charge list, values in e, 8 entries: number 1, C, carries -0.4255; number 2, H, carries 0.2142; number 3, H, carries 0.2082; number 4, C, carries -0.6248; number 5, C, carries -0.4654; number 6, C, carries -0.6368; number 7, H, carries 0.2214; number 8, H, carries 0.2015

## two
Computed, not measured: a single C11H19NO molecule, with the ωB97M-V functional and the def2-TZVPD basis.

Summary:
spin multiplicity	1

Positions of all 32 atoms, in Å:
H  -2.620  1.381  -1.918
C  1.730  2.591  0.401
C  -2.107  1.816  -1.043
N  2.158  1.311  -0.005
C  -1.396  -0.670  -0.880
H  -0.963  -0.591  -1.980
C  1.554  -1.789  -1.447
H  0.670  -2.130  -1.857
H  1.642  -0.425  1.778
C  1.094  0.468  -0.371
C  -0.441  -1.353  0.071
H  -0.921  1.301  1.703
H  -2.439  -1.121  -0.952
H  2.251  2.958  1.306
H  2.041  -1.095  -2.034
O  1.845  1.094  -1.382
H  -0.459  -1.063  2.372
C  1.859  -1.321  1.125
H  2.044  -2.570  -1.038
C  1.100  -1.029  -0.177
H  0.620  2.536  0.572
C  -1.535  0.518  1.198
C  -0.941  -0.918  1.387
H  -1.434  2.546  -1.400
H  3.017  -1.301  1.061
H  2.052  3.182  -0.513
H  -2.615  0.568  1.428
H  -0.558  -2.453  0.046
H  -1.870  -1.445  1.503
C  -1.557  0.664  -0.289
H  -2.915  2.389  -0.473
H  1.482  -2.246  1.426

natural (NBO) atomic charge list, values in e, 8 entries: number 1, H, carries 0.2152; number 2, C, carries -0.4489; number 3, C, carries -0.6848; number 4, N, carries -0.2375; number 5, C, carries -0.4867; number 6, H, carries 0.2306; number 7, C, carries -0.6019; number 8, H, carries 0.2004

Most favorable first, least favorable last: one, two

## one
Computed, not measured: a 2-piece molecular cluster, C4H14NO overall, with the ωB97M-V functional and the def2-TZVPD basis.

Summary:
total charge	+1
spin multiplicity	1

Positions of all 20 atoms, in Å:
H  1.961  -1.207  1.574
H  0.292  1.284  1.075
H  1.892  -1.512  -0.819
C  0.750  0.713  0.249
H  -1.435  -1.857  0.219
C  -1.124  -0.799  0.243
H  -2.420  3.441  -1.561
C  0.807  -1.389  -0.970
C  0.875  -1.400  1.538
H  0.368  -2.377  -1.188
H  -1.601  -0.273  -0.601
H  0.711  -2.490  1.537
O  -1.770  4.044  -1.133
H  -1.490  4.656  -1.850
H  0.412  -0.975  2.445
N  0.348  -0.739  0.287
H  0.415  1.148  -0.708
H  -1.481  -0.348  1.185
H  1.846  0.813  0.317
H  0.645  -0.732  -1.840

natural (NBO) atomic charge list, values in e, 8 entries: number 1, H, carries 0.2380; number 2, H, carries 0.2478; number 3, H, carries 0.2304; number 4, C, carries -0.4194; number 5, H, carries 0.2355; number 6, C, carries -0.4231; number 7, H, carries 0.4689; number 8, C, carries -0.4227

## two
Computed, not measured: a 2-piece molecular cluster, C4H14NO overall, with the ωB97M-V functional and the def2-TZVPD basis.

Summary:
total charge	+1
spin multiplicity	1

Positions of all 20 atoms, in Å:
C  0.537  1.784  0.702
H  -0.407  -1.773  0.929
C  -1.362  -3.079  -0.452
C  -0.651  -1.784  -0.140
H  -0.491  0.688  -0.746
H  0.274  -1.701  -0.707
C  1.896  2.412  0.865
H  -2.295  -3.201  0.102
H  1.180  0.761  -1.058
N  0.373  1.281  -0.724
H  2.058  3.219  0.144
H  -2.368  -0.884  -0.121
H  -1.580  -3.125  -1.521
O  -1.492  -0.643  -0.443
H  -0.298  2.461  0.863
H  0.389  0.901  1.318
H  0.242  2.081  -1.344
H  2.675  1.667  0.694
H  -0.749  -3.942  -0.191
H  2.070  2.877  1.830

natural (NBO) atomic charge list, values in e, 8 entries: number 1, C, carries -0.2080; number 2, H, carries 0.1742; number 3, C, carries -0.6453; number 4, C, carries -0.0746; number 5, H, carries 0.4810; number 6, H, carries 0.1733; number 7, C, carries -0.6443; number 8, H, carries 0.2184

Most favorable first, least favorable last: two, one

## one
Computed, not measured: a single C4H8OS molecule, with the ωB97M-V functional and the def2-TZVPD basis.

Summary:
SMILES string	O[C@H]1C[C@@H](S)C1
spin multiplicity	1

Positions of all 14 atoms, in Å:
O  -1.231  -1.379  -0.362
H  -0.368  0.754  1.864
C  -1.020  -0.004  -0.103
C  1.058  0.587  0.159
H  -2.227  -1.506  -0.211
H  1.693  1.537  0.345
S  2.256  -0.705  -0.183
H  -1.981  0.583  -0.018
H  1.379  -1.732  -0.014
C  -0.058  0.067  1.114
C  0.088  0.720  -1.002
H  0.345  0.259  -1.985
H  -0.187  1.769  -1.120
H  0.254  -0.951  1.517

natural (NBO) atomic charge list, values in e, 8 entries: number 1, O, carries -0.7242; number 2, H, carries 0.2154; number 3, C, carries 0.1000; number 4, C, carries -0.3433; number 5, H, carries 0.4786; number 6, H, carries 0.2301; number 7, S, carries -0.0360; number 8, H, carries 0.1697

## two
Computed, not measured: a single C4H8OS molecule, with the ωB97M-V functional and the def2-TZVPD basis.

Summary:
SMILES string	C[C@H]1SC[C@@H]1O
spin multiplicity	1

Positions of all 14 atoms, in Å:
C  0.310  -0.564  1.788
S  1.070  1.637  0.124
H  0.264  -1.167  -0.762
O  -1.462  -0.569  -1.518
H  1.311  -1.029  1.470
C  -0.308  -0.314  -0.870
H  -2.005  0.236  -1.388
H  0.351  -0.154  2.832
C  -0.215  0.331  0.698
H  -0.283  -1.574  1.739
H  1.503  0.244  -1.923
C  0.598  0.716  -1.412
H  -0.016  1.425  -1.937
H  -1.119  0.783  1.159

natural (NBO) atomic charge list, values in e, 8 entries: number 1, C, carries -0.6484; number 2, S, carries 0.0967; number 3, H, carries 0.1672; number 4, O, carries -0.6676; number 5, H, carries 0.2117; number 6, C, carries 0.0946; number 7, H, carries 0.4696; number 8, H, carries 0.2305

Most favorable first, least favorable last: one, two